Record 1
Below is C48H47FLaN7O13PS as an isolated structure in a non-equilibrium geometry, with properties calculated with wB97M-V/def2-TZVPD.

Values from the calculation:
net charge = -1
total energy = -4089.96056 a.u.
max |F| = 4.0 eV Å⁻¹
HOMO = -6.26 eV
frontier orbital gap = 7.822 eV
energy relative to the best compared isomer or geometry (same formula, charge and spin) = 2.4278 eV

Last column: Löwdin charge in e.
Cartesian coordinates (Å):
La  0.279  -0.713  0.518  1.924
C  0.744  0.145  -3.829  0.015
C  1.876  -0.285  -2.981  -0.336
N  1.876  -0.366  -1.669  0.102
C  3.110  -0.832  -1.312  -0.106
C  3.876  -1.027  -2.447  -0.068
N  3.065  -0.666  -3.491  0.190
C  5.244  -1.519  -2.718  -0.507
O  5.993  -1.784  -1.676  0.110
O  5.618  -1.650  -3.867  0.071
C  3.422  -1.128  0.115  -0.541
O  4.581  -1.493  0.408  0.042
O  2.486  -1.002  0.938  -0.249
H  0.151  0.865  -3.277  0.046
H  0.122  -0.714  -4.076  0.086
H  1.111  0.594  -4.748  0.089
H  3.350  -0.721  -4.458  0.171
H  5.472  -1.657  -0.782  0.066
C  2.366  3.166  2.670  -0.049
C  2.374  1.639  2.608  -0.377
C  3.567  1.049  3.354  -0.045
C  1.023  1.108  3.108  -0.291
C  0.654  1.448  4.569  -0.075
O  0.172  0.221  5.100  0.001
C  0.342  -0.728  4.145  -0.305
N  0.871  -0.342  3.055  0.043
C  -0.200  -2.049  4.484  -0.109
C  -0.839  -2.131  5.727  -0.011
C  -1.482  -3.278  6.140  -0.070
C  -1.492  -4.385  5.308  -0.066
C  -0.856  -4.326  4.084  -0.090
C  -0.213  -3.172  3.638  -0.244
P  0.596  -3.185  1.976  1.097
C  2.062  -4.164  2.513  -0.318
C  1.992  -5.528  2.783  -0.099
C  3.117  -6.210  3.207  -0.088
C  4.326  -5.547  3.349  -0.095
C  4.407  -4.193  3.075  -0.070
C  3.274  -3.501  2.677  -0.074
C  -0.375  -4.446  1.078  -0.383
C  0.263  -5.256  0.141  -0.095
C  -0.473  -6.091  -0.678  -0.078
C  -1.856  -6.104  -0.595  -0.089
C  -2.500  -5.281  0.312  -0.075
C  -1.767  -4.458  1.145  -0.115
H  3.277  3.556  2.226  0.081
H  2.299  3.524  3.696  0.077
H  1.526  3.565  2.107  0.075
H  2.442  1.349  1.554  0.115
H  3.497  1.219  4.427  0.072
H  4.491  1.503  3.002  0.082
H  3.622  -0.019  3.168  0.065
H  0.259  1.512  2.431  0.116
H  -0.143  2.190  4.630  0.135
H  1.509  1.771  5.173  0.120
H  -0.839  -1.261  6.362  0.115
H  -1.987  -3.305  7.095  0.102
H  -1.994  -5.292  5.610  0.104
H  -0.883  -5.193  3.439  0.096
H  1.069  -6.073  2.649  0.099
H  3.054  -7.268  3.423  0.098
H  5.204  -6.089  3.668  0.096
H  5.352  -3.673  3.155  0.106
H  3.331  -2.447  2.453  0.073
H  1.340  -5.213  0.038  0.118
H  0.026  -6.719  -1.402  0.105
H  -2.433  -6.749  -1.242  0.097
H  -3.580  -5.261  0.361  0.102
H  -2.280  -3.805  1.837  0.104
O  -3.475  -0.723  1.452  0.089
N  -2.278  -0.810  1.349  -0.591
O  -1.520  -0.093  1.992  -0.107
O  -1.776  -1.672  0.612  -0.211
F  0.161  1.275  0.065  -0.575
O  -0.334  -3.583  -2.986  0.032
C  -0.522  -2.676  -2.184  -0.623
O  0.167  -2.380  -1.174  -0.188
C  -1.775  -1.788  -2.423  -0.100
C  -2.835  -2.249  -3.198  0.006
C  -3.992  -1.494  -3.350  -0.056
C  -4.136  -0.291  -2.684  0.004
C  -3.074  0.165  -1.909  -0.144
C  -1.884  -0.547  -1.823  -0.002
N  -3.160  1.377  -1.158  -0.315
O  -2.460  1.476  -0.173  0.082
O  -3.897  2.265  -1.564  0.049
H  -2.715  -3.201  -3.693  0.118
H  -4.800  -1.855  -3.971  0.103
H  -5.046  0.289  -2.744  0.117
H  -1.026  -0.115  -1.307  0.054
C  -3.489  4.061  -4.784  -0.102
C  -1.967  4.101  -4.851  -0.225
C  -1.323  3.170  -3.828  -0.235
N  -1.503  3.639  -2.480  0.036
C  -0.491  3.803  -1.615  -0.849
S  1.084  3.557  -1.994  0.721
N  -0.871  4.242  -0.341  0.111
C  -1.513  5.407  -0.056  -0.445
O  -1.939  5.662  1.050  0.085
C  -1.568  6.398  -1.181  -0.151
C  -2.767  7.015  -1.521  -0.025
C  -2.784  8.009  -2.484  -0.087
C  -1.607  8.401  -3.101  -0.096
C  -0.411  7.790  -2.763  -0.076
C  -0.388  6.795  -1.802  -0.037
H  -3.919  4.700  -5.550  0.066
H  -3.859  4.393  -3.817  0.062
H  -3.840  3.044  -4.947  0.072
H  -1.600  5.115  -4.680  0.106
H  -1.634  3.781  -5.841  0.107
H  -0.244  3.114  -3.992  0.052
H  -1.752  2.164  -3.924  0.119
H  -2.453  3.746  -2.146  0.114
H  -0.714  3.575  0.410  0.137
H  -3.680  6.712  -1.028  0.119
H  -3.715  8.492  -2.746  0.099
H  -1.618  9.192  -3.837  0.098
H  0.509  8.095  -3.241  0.103
H  0.547  6.333  -1.521  0.090

---

Record 2
Below is a 5-piece molecular cluster, C7H17NO4 overall in a non-equilibrium geometry, with properties calculated with wB97M-V/def2-TZVPD.

Values from the calculation:
SMILES = C/C=C/c1cc[nH]c1.O.O.O.O
total energy = -632.55927 a.u.
max |F| = 4.4 eV Å⁻¹
HOMO = -8.40 eV
frontier orbital gap = 8.747 eV
energy relative to the best compared isomer or geometry (same formula, charge and spin) = 1.6352 eV

Last column: Löwdin charge in e.
Cartesian coordinates (Å):
C  1.781  -0.489  -2.538  -0.107
C  1.081  -0.366  -1.239  -0.182
C  -0.044  -0.902  -0.807  -0.089
C  -0.596  -0.343  0.470  -0.233
C  -2.049  -0.211  0.627  -0.031
C  -2.265  0.557  1.772  -0.123
N  -1.044  1.020  2.253  0.014
C  -0.033  0.411  1.485  -0.110
H  2.628  0.133  -2.724  0.069
H  2.045  -1.479  -2.827  0.065
H  1.061  -0.313  -3.342  0.069
H  1.723  0.413  -0.623  0.151
H  -0.559  -1.733  -1.245  0.117
H  -2.790  -0.544  -0.001  0.070
H  -3.229  0.983  2.076  0.109
H  -0.741  1.501  3.072  0.135
H  0.992  0.386  1.766  0.112
O  1.936  -3.170  0.389  -0.041
H  1.086  -2.801  0.353  -0.041
H  2.395  -2.324  0.286  0.035
O  0.297  -2.599  2.942  -0.078
H  -0.093  -1.724  2.994  -0.002
H  -0.441  -3.158  2.539  0.081
O  -0.691  3.781  0.099  -0.055
H  -1.374  3.586  0.769  0.039
H  0.182  3.584  0.423  0.022
O  -0.065  2.049  -3.093  -0.022
H  -0.526  2.302  -2.336  -0.014
H  -0.669  1.451  -3.539  0.042

---

Record 3
Below is C8H8ClNO2 as an isolated structure in a non-equilibrium geometry, with properties calculated with wB97M-V/def2-TZVPD.

Values from the calculation:
total energy = -975.01139 a.u.
max |F| = 5.7 eV Å⁻¹
HOMO (alpha / beta) = -9.09 / -9.10 eV
frontier orbital gap (alpha / beta) = 9.218 / 9.218 eV
energy relative to the best compared isomer or geometry (same formula, charge and spin) = 1.8292 eV

Last column: Löwdin charge in e.
Cartesian coordinates (Å):
C  -2.532  0.629  0.755  -0.094
C  -1.782  1.781  0.376  -0.059
C  -1.992  -0.624  0.840  -0.083
C  -0.535  1.574  -0.172  -0.029
C  -0.617  -0.797  0.590  -0.013
C  0.075  0.304  0.067  -0.266
C  2.171  -0.939  0.679  -0.629
C  1.486  0.111  -0.130  -0.565
N  1.371  -0.614  -1.906  0.031
O  2.343  -0.709  1.841  0.138
O  2.606  -2.005  0.038  0.118
Cl  2.561  1.498  -0.388  0.741
H  -3.610  0.894  1.032  0.128
H  -2.329  2.671  0.329  0.085
H  -2.739  -1.341  1.146  0.105
H  -0.072  2.415  -0.600  0.082
H  -0.310  -1.812  0.823  0.131
H  0.497  -1.148  -1.853  0.040
H  1.136  0.116  -2.545  0.020
H  2.271  -2.002  -0.921  0.119

---

Record 4
Below is a 3-piece molecular cluster, C2H12NO3 overall in a non-equilibrium geometry, with properties calculated with wB97M-V/def2-TZVPD.

Values from the calculation:
net charge = +1
total energy = -363.59994 a.u.
max |F| = 2.9 eV Å⁻¹
HOMO = -15.23 eV
frontier orbital gap = 11.911 eV
energy relative to the best compared isomer or geometry (same formula, charge and spin) = 1.3857 eV

Last column: Löwdin charge in e.
Cartesian coordinates (Å):
C  -2.027  -1.000  0.206  -0.204
O  -1.668  -0.414  -1.027  -0.050
C  -0.811  -1.004  1.186  -0.066
N  0.265  -0.127  0.587  0.131
H  -2.882  -0.489  0.691  0.139
H  -2.274  -2.062  0.106  0.127
H  -2.491  -0.123  -1.437  0.119
H  -0.336  -1.985  1.190  0.133
H  -0.899  -0.544  2.155  0.131
H  0.405  -0.413  -0.379  0.109
H  -0.223  0.770  0.455  0.138
H  1.248  0.086  0.783  0.157
H  1.098  2.062  -0.323  0.013
H  1.989  2.760  0.585  0.062
O  1.044  2.745  0.367  -0.041
H  2.894  0.555  -1.907  0.077
H  2.329  -0.807  -1.895  0.072
O  2.339  -0.010  -1.344  -0.046

---

Record 5
Below is C35H30F3N3O4S3SbSn as an isolated structure, with properties calculated with wB97M-V/def2-TZVPD.

Values from the calculation:
net charge = +3
total energy = -3764.85346 a.u.
max |F| = 0.9 eV Å⁻¹
HOMO = -16.05 eV
frontier orbital gap = 7.774 eV
energy relative to the best compared isomer or geometry (same formula, charge and spin) = 0.7912 eV

Last column: Löwdin charge in e.
Cartesian coordinates (Å):
Sn  0.604  -0.680  -1.450  1.387
O  3.336  2.865  -1.516  0.201
C  2.540  1.906  -1.125  -0.429
O  2.163  1.022  -1.883  -0.067
C  2.165  2.035  0.319  -0.185
C  2.665  3.092  1.063  0.055
C  2.290  3.206  2.389  0.027
C  1.456  2.248  2.921  0.059
C  1.011  1.213  2.106  -0.168
N  1.343  1.106  0.817  0.142
C  0.152  0.162  2.755  -0.553
O  -0.006  0.177  3.973  0.013
O  -0.397  -0.764  2.011  -0.167
H  3.596  2.776  -2.446  0.173
H  3.321  3.817  0.601  0.140
H  2.646  4.030  2.995  0.139
H  1.149  2.274  3.959  0.140
C  -1.490  2.527  -0.598  -0.054
C  -1.351  2.138  -2.035  -0.613
N  -0.830  1.010  -2.480  -0.063
C  -0.901  0.927  -3.870  -0.325
C  -1.449  2.014  -4.459  -0.292
S  -1.917  3.152  -3.281  1.185
C  -0.397  -0.266  -4.551  -0.334
C  -0.550  -0.591  -5.855  -0.289
S  0.223  -2.076  -6.186  1.189
C  0.718  -2.208  -4.559  -0.609
N  0.324  -1.195  -3.821  -0.081
C  1.523  -3.364  -4.052  -0.045
H  -1.363  1.658  0.035  0.061
H  -2.474  2.957  -0.413  0.095
H  -0.751  3.283  -0.325  0.093
H  -1.609  2.205  -5.512  0.103
H  -1.086  -0.053  -6.626  0.102
H  2.449  -3.468  -4.617  0.101
H  0.971  -4.297  -4.168  0.101
H  1.766  -3.218  -3.003  0.050
F  -3.989  -6.549  0.458  0.130
C  -3.418  -5.520  1.055  -0.258
C  -2.085  -5.250  0.776  0.021
C  -1.473  -4.183  1.401  -0.116
C  -2.207  -3.403  2.299  -0.333
C  -3.548  -3.685  2.566  -0.101
C  -4.165  -4.750  1.931  0.036
Sb  -1.352  -1.936  3.529  1.906
C  0.309  -2.686  4.572  -0.322
C  0.770  -2.066  5.733  -0.092
C  1.923  -2.541  6.326  0.036
C  2.571  -3.627  5.755  -0.256
F  3.690  -4.062  6.308  0.129
C  2.093  -4.275  4.628  0.028
C  0.945  -3.794  4.022  -0.095
C  -2.926  -0.658  4.075  -0.341
C  -3.196  -0.314  5.394  -0.078
C  -4.267  0.520  5.654  0.036
C  -5.023  0.989  4.592  -0.256
F  -6.034  1.802  4.840  0.130
C  -4.759  0.642  3.275  0.026
C  -3.698  -0.203  3.010  -0.115
H  -1.550  -5.893  0.086  0.135
H  -0.439  -3.958  1.177  0.097
H  -4.116  -3.091  3.274  0.106
H  -5.204  -4.994  2.113  0.141
H  0.244  -1.230  6.173  0.111
H  2.326  -2.084  7.220  0.140
H  2.609  -5.149  4.250  0.139
H  0.557  -4.298  3.148  0.091
H  -2.589  -0.674  6.214  0.117
H  -4.524  0.808  6.666  0.142
H  -5.392  1.030  2.487  0.135
H  -3.477  -0.488  1.988  0.109
C  4.421  -2.429  -0.740  -0.367
S  2.924  -2.166  0.249  0.631
C  3.674  -1.373  1.691  -0.376
H  5.077  -3.122  -0.216  0.054
H  4.928  -1.482  -0.910  0.047
H  4.121  -2.866  -1.691  0.029
H  4.179  -0.451  1.404  0.045
H  4.390  -2.063  2.138  0.055
H  2.888  -1.168  2.416  0.020

---

Record 6
Below is an isolated molecule of C23H20O5S2 in a non-equilibrium geometry, with properties calculated with wB97M-V/def2-TZVPD.

Values from the calculation:
SMILES = CCCS(=O)(=O)c1cccc(C#Cc2c(OCC(=O)O)cccc2-c2cccs2)c1
total energy = -2060.92883 a.u.
max |F| = 3.4 eV Å⁻¹
HOMO = -8.36 eV
frontier orbital gap = 8.141 eV
energy relative to the best compared isomer or geometry (same formula, charge and spin) = 0.0000 eV

Last column: Löwdin charge in e.
Cartesian coordinates (Å):
C  2.792  2.897  -3.173  -0.094
C  2.437  4.392  -3.042  -0.256
C  1.680  4.630  -1.723  -0.244
S  -0.104  4.324  -1.831  0.728
O  -0.823  4.826  -0.635  -0.344
O  -0.674  4.911  -3.055  -0.338
C  -0.330  2.519  -1.926  -0.260
C  -0.744  1.894  -3.129  -0.063
C  -0.918  0.521  -3.168  -0.044
C  -0.647  -0.248  -1.986  0.014
C  -0.240  0.418  -0.818  -0.222
C  0.040  -0.292  0.380  0.050
C  0.278  -0.790  1.464  0.041
C  0.621  -1.294  2.741  -0.104
C  1.314  -0.440  3.622  -0.228
O  1.583  0.848  3.236  -0.047
C  0.569  1.787  3.630  -0.062
C  0.759  3.197  3.046  -0.464
O  1.753  3.446  2.394  0.100
O  -0.307  4.032  3.077  0.105
C  1.722  -0.900  4.886  0.004
C  1.329  -2.137  5.335  -0.070
C  0.536  -2.949  4.553  -0.030
C  0.241  -2.580  3.228  -0.152
C  -0.380  -3.586  2.325  -0.441
C  0.069  -4.906  2.305  -0.114
C  -0.604  -5.746  1.343  -0.182
C  -1.569  -5.079  0.638  -0.378
S  -1.662  -3.359  1.116  0.999
C  -0.064  1.801  -0.773  -0.004
H  3.531  2.773  -3.992  0.085
H  1.921  2.306  -3.440  0.055
H  3.196  2.524  -2.266  0.062
H  3.354  4.979  -2.973  0.107
H  1.815  4.732  -3.895  0.113
H  2.119  4.004  -0.918  0.112
H  1.756  5.683  -1.448  0.104
H  -0.871  2.489  -4.034  0.118
H  -1.165  0.012  -4.085  0.103
H  -0.755  -1.337  -1.964  0.118
H  0.611  1.848  4.738  0.147
H  -0.383  1.384  3.362  0.130
H  -0.070  4.787  2.486  0.143
H  2.309  -0.222  5.508  0.127
H  1.613  -2.501  6.301  0.105
H  0.257  -3.896  4.935  0.105
H  0.806  -5.272  2.928  0.083
H  -0.304  -6.766  1.167  0.096
H  -2.179  -5.478  -0.175  0.064
H  0.240  2.272  0.163  0.125